Formula: C17H21N3O4S
Source: the OMol25 dataset
Level of theory: the ωB97M-V functional and the def2-TZVPD basis

* HOMO energy: -8.85 eV
* electronic energy: -41465.068 eV
* ΔE to the lowest compared entry with this formula, charge and spin: 60.31 kcal per mole
* total charge: 0
* gap between HOMO and LUMO: 9.5797 eV

Cartesian coordinates (Å):
1 C -4.6253 -3.5218 -0.1896
2 C -3.1730 -3.6507 -0.6379
3 O -2.2628 -3.1329 0.3162
4 C -2.0798 -1.7996 0.4324
5 C -2.6609 -0.8238 -0.3763
6 C -2.3747 0.5149 -0.1667
7 C -1.4979 0.8896 0.8301
8 S -1.1293 2.6118 1.1838
9 O 0.0491 2.6319 2.0101
10 O -2.3305 3.2216 1.6706
11 N -0.7135 3.4241 -0.2064
12 C -1.7288 3.6682 -1.2000
13 C 0.6423 3.2345 -0.6724
14 C 0.8872 1.7810 -1.0777
15 O 0.5852 1.3433 -2.1715
16 N 1.4471 1.0396 -0.1046
17 C 1.7816 -0.3557 -0.2875
18 C 3.2255 -0.6207 0.0463
19 C 4.2398 0.1971 -0.4439
20 C 5.5487 -0.0927 -0.1010
21 C 5.7997 -1.1868 0.7137
22 C 4.7191 -1.9384 1.1471
23 N 3.4664 -1.6631 0.8281
24 C -0.9281 -0.0683 1.6527
25 C -1.2152 -1.4017 1.4594
26 H -4.9061 -2.4787 -0.0667
27 H -4.7621 -4.0272 0.7629
28 H -5.2778 -3.9788 -0.9282
29 H -3.0180 -3.1790 -1.6152
30 H -2.9027 -4.7070 -0.7192
31 H -3.3385 -1.0874 -1.1720
32 H -2.8486 1.2598 -0.7829
33 H -1.7327 2.9038 -1.9834
34 H -1.5533 4.6436 -1.6591
35 H -2.6833 3.6927 -0.6795
36 H 0.8018 3.8824 -1.5370
37 H 1.3102 3.5269 0.1395
38 H 1.5256 1.4335 0.8232
39 H 1.5885 -0.5812 -1.3420
40 H 1.1521 -0.9995 0.3329
41 H 3.9976 1.0345 -1.0800
42 H 6.3602 0.5216 -0.4637
43 H 6.8052 -1.4478 1.0041
44 H 4.8558 -2.8021 1.7847
45 H -0.2645 0.2525 2.4398
46 H -0.7815 -2.1641 2.0867